# 1
{"formula": "C14H19BrN4O2Rh", "method": "ωB97M-V with the def2-TZVPD basis set", "energy_ev": -97905.5761, "orbital_gap_ev": 7.212, "total_charge": 3, "elements": ["Rh", "C", "C", "C", "C", "C", "Br", "N", "C", "H", "H", "H", "H", "H", "H", "O", "C", "O", "C", "C", "C", "C", "C", "N", "H", "H", "H", "H", "N", "C", "C", "N", "H", "H", "H", "H", "H", "H", "H", "H", "H"], "xyz": [[-0.29, 1.02, -0.03], [4.92, -0.50, -1.50], [3.67, 0.28, -1.74], [3.60, 1.28, -2.72], [2.44, 2.01, -2.93], [1.37, 1.69, -2.13], [-0.32, 2.59, -2.15], [1.39, 0.74, -1.19], [2.52, 0.05, -0.99], [5.08, -1.21, -2.30], [4.88, -1.04, -0.55], [5.79, 0.17, -1.47], [4.48, 1.50, -3.32], [2.38, 2.80, -3.67], [2.50, -0.67, -0.18], [0.22, 0.19, 3.77], [-0.17, 0.56, 2.72], [0.41, 0.19, 1.55], [-1.40, 1.41, 2.53], [-2.12, 1.92, 3.59], [-3.26, 2.66, 3.31], [-3.63, 2.87, 1.99], [-2.86, 2.34, 0.97], [-1.75, 1.63, 1.25], [-1.78, 1.72, 4.60], [-3.85, 3.08, 4.12], [-4.52, 3.44, 1.74], [-3.10, 2.49, -0.07], [-1.18, -4.38, -0.09], [-1.64, -3.08, -0.68], [-0.73, -1.92, -0.26], [-1.36, -0.60, -0.59], [-1.82, -5.14, -0.36], [-1.16, -4.37, 0.94], [-0.25, -4.66, -0.41], [-2.67, -2.93, -0.34], [-1.65, -3.21, -1.76], [0.23, -1.96, -0.77], [-0.54, -1.92, 0.82], [-2.26, -0.52, -0.12], [-1.55, -0.53, -1.59]], "mulliken_charge": [0.3060, -1.4511, 0.2356, -0.2394, -0.6882, 0.7050, 0.0389, 0.0153, -0.1296, 0.3349, 0.3930, 0.4111, 0.5177, 0.4676, 0.4659, -0.4861, 0.3512, -0.5774, 0.7793, -0.7272, -0.2710, -0.8284, -0.0620, -0.0308, 0.5331, 0.4805, 0.4489, 0.4826, -0.2878, -0.7577, -0.5058, -0.3820, 0.3895, 0.3648, 0.3680, 0.4372, 0.4210, 0.3537, 0.3852, 0.3840, 0.3542]}

# 2
{"formula": "C14H19CoN", "method": "ωB97M-V with the def2-TZVPD basis set", "energy_ev": -53936.3538, "multiplicity": 5, "s_squared": 6.044, "orbital_gap_ev": [5.127, 6.526], "total_charge": -1, "elements": ["C", "C", "C", "C", "C", "Co", "C", "C", "C", "N", "H", "H", "H", "H", "H", "H", "H", "H", "H", "H", "C", "C", "C", "C", "C", "C", "H", "H", "H", "H", "H", "H", "H", "H", "H"], "xyz": [[-0.89, 1.82, 0.91], [-0.08, 2.30, -0.14], [1.29, 1.93, 0.13], [1.29, 1.24, 1.39], [-0.05, 1.13, 1.84], [0.21, 0.26, 0.08], [-0.15, 0.09, -1.96], [-1.47, -0.14, -1.36], [-2.68, 0.31, -1.80], [-1.41, -0.61, -0.10], [2.13, 2.22, -0.45], [-0.40, 2.92, -0.98], [2.17, 0.79, 1.83], [-0.40, 0.63, 2.75], [-1.97, 1.97, 0.99], [0.23, 1.04, -2.38], [-1.87, -1.41, 0.29], [0.30, -0.76, -2.49], [-2.84, 0.62, -2.82], [-3.48, 0.30, -1.07], [2.18, -3.98, 2.63], [2.47, -3.67, 1.15], [4.00, -3.61, 0.97], [1.94, -4.82, 0.29], [1.81, -2.38, 0.72], [1.20, -1.33, 0.49], [2.65, -4.94, 2.87], [1.10, -4.07, 2.79], [2.59, -3.20, 3.27], [4.41, -4.57, 1.27], [4.26, -3.42, -0.08], [4.43, -2.82, 1.60], [0.85, -4.91, 0.41], [2.16, -4.64, -0.77], [2.41, -5.75, 0.61]], "mulliken_spin": [0.1411, 0.0454, 0.0397, 0.0231, 0.1119, 2.4550, 0.4381, -0.1344, 0.2662, 0.5466, 0.0111, 0.0122, -0.0074, -0.0038, 0.0055, -0.0347, -0.0178, -0.0407, 0.0007, 0.0040, -0.0001, -0.0030, 0.0019, 0.0057, 0.0816, 0.0527, 0.0009, -0.0010, -0.0003, 0.0004, -0.0011, 0.0006, 0.0002, -0.0004, 0.0000]}

# 3
{"formula": "C14H19CuF9GeN3O", "method": "ωB97M-V with the def2-TZVPD basis set", "energy_ev": -146957.3326, "orbital_gap_ev": 9.643, "elements": ["Cu", "F", "C", "F", "F", "C", "O", "C", "F", "F", "F", "C", "F", "F", "F", "N", "C", "N", "C", "N", "C", "C", "C", "C", "Ge", "C", "C", "C", "C", "H", "H", "H", "H", "H", "H", "H", "H", "H", "H", "H", "H", "H", "H", "H", "H", "H", "H", "H"], "xyz": [[3.39, -0.28, 1.64], [4.57, -2.28, -0.81], [3.53, -1.70, -1.40], [2.42, -2.18, -0.79], [3.49, -2.11, -2.67], [3.60, -0.14, -1.25], [4.02, 0.23, -0.03], [2.18, 0.44, -1.58], [2.21, 1.74, -1.82], [1.53, -0.16, -2.58], [1.38, 0.29, -0.46], [4.59, 0.42, -2.32], [5.71, -0.32, -2.35], [4.06, 0.41, -3.55], [4.93, 1.67, -2.03], [2.55, -0.79, 3.22], [1.67, -1.42, 3.64], [0.67, -2.14, 4.08], [-0.39, -2.03, 3.33], [-1.29, -1.89, 2.60], [-0.93, 3.96, -0.47], [-1.13, 2.54, 0.04], [-0.18, 2.21, 1.19], [-0.44, 0.86, 1.86], [-0.36, -0.78, 0.78], [-1.49, -1.02, -0.79], [-3.01, -0.90, -0.70], [-3.72, -1.94, 0.16], [-5.24, -1.78, 0.08], [-1.59, 4.18, -1.30], [0.10, 4.11, -0.81], [-1.13, 4.69, 0.32], [-0.97, 1.84, -0.78], [-2.16, 2.40, 0.37], [-0.29, 2.98, 1.96], [0.85, 2.27, 0.85], [-1.44, 0.82, 2.29], [0.27, 0.71, 2.68], [0.71, -1.83, 0.98], [-1.19, -1.97, -1.24], [-1.12, -0.23, -1.46], [-3.39, -0.99, -1.72], [-3.28, 0.11, -0.36], [-3.40, -1.85, 1.20], [-3.44, -2.94, -0.17], [-5.54, -0.79, 0.41], [-5.75, -2.51, 0.71], [-5.60, -1.91, -0.94]], "mulliken_charge": [-0.1770, -0.2714, 0.3232, -0.1448, -0.2806, 1.1915, -1.0606, 0.5377, -0.3101, -0.2934, -0.1583, 0.6037, -0.2672, -0.2651, -0.2405, -0.4081, 0.9065, -0.7468, 0.6405, -0.6471, -1.5498, 0.3482, -0.8592, -0.7240, 0.9954, -1.0410, -0.6472, -0.0970, -1.4221, 0.4047, 0.3139, 0.3763, -0.0459, 0.2969, 0.6102, 0.1084, 0.5957, 0.4058, -0.2411, 0.5876, 0.3967, 0.5186, 0.1443, 0.2280, 0.3074, 0.3283, 0.3976, 0.3315]}

# 4
{"formula": "C14H19F2N3O", "method": "ωB97M-V with the def2-TZVPD basis set", "energy_ev": -26763.0804, "orbital_gap_ev": 8.232, "elements": ["C", "C", "N", "N", "C", "H", "C", "N", "C", "H", "H", "H", "C", "C", "H", "H", "H", "H", "H", "H", "H", "C", "C", "C", "C", "C", "C", "H", "H", "O", "C", "F", "F", "H", "H", "H", "H", "H", "H"], "xyz": [[1.40, -1.54, -0.98], [0.26, -0.57, -0.64], [-0.90, -0.79, -0.27], [-1.64, -1.72, -0.04], [-3.01, -1.37, 0.72], [-2.79, -0.32, 1.04], [-2.72, -2.25, 2.11], [-1.56, -2.72, 2.30], [-0.77, -1.59, 2.86], [-0.49, -0.88, 2.26], [-1.19, -1.22, 3.59], [0.19, -1.99, 3.25], [-0.97, -3.41, 1.44], [-1.12, -3.16, -0.07], [-0.48, -3.24, -0.83], [-1.95, -3.59, -0.29], [-1.09, -4.51, 1.68], [0.34, -3.33, 1.62], [-3.38, -3.45, 1.66], [-3.22, -1.89, 2.81], [-3.71, -1.63, -0.01], [0.93, 0.99, -0.86], [1.76, 1.31, -1.84], [2.18, 2.71, -1.89], [1.30, 3.58, -1.43], [0.40, 3.20, -0.21], [-0.01, 2.05, 0.03], [-0.60, 1.53, 0.52], [0.06, 4.11, 0.45], [1.67, 5.03, -1.12], [2.57, 5.46, -2.15], [2.19, 5.33, -3.44], [3.83, 4.97, -1.86], [2.54, 6.71, -1.86], [2.72, 3.04, -2.66], [2.24, 0.50, -2.54], [2.21, -1.05, -1.23], [1.35, -2.00, -1.85], [1.45, -2.28, -0.31]], "mulliken_charge": [-2.4803, 1.1194, -0.1016, -0.2426, -0.5552, 0.2117, -0.9479, 0.4191, -1.6772, 0.5783, 0.6561, 0.4455, -0.6537, -1.2168, 0.6985, 0.4867, 0.2733, 0.2682, 0.2159, 0.5170, 0.4404, 0.3069, -0.1585, -0.8619, 0.5472, -0.6755, -0.8328, 0.7262, 0.2087, -0.3038, 0.2971, -0.2012, -0.2167, 0.1979, 0.5177, 0.2253, 0.6436, 0.5971, 0.5278]}

# 5
{"formula": "C14H19I2N3O2Tl", "method": "ωB97M-V with the def2-TZVPD basis set", "energy_ev": -44281.0590, "orbital_gap_ev": 8.913, "total_charge": 1, "elements": ["Tl", "I", "C", "I", "H", "H", "C", "N", "N", "C", "O", "C", "C", "C", "C", "C", "C", "C", "C", "C", "H", "H", "H", "H", "H", "H", "H", "H", "H", "H", "H", "H", "C", "C", "N", "O", "H", "H", "H", "H", "H"], "xyz": [[9.84, 9.08, 7.77], [8.18, 5.99, 9.70], [6.85, 5.46, 8.18], [7.75, 5.26, 6.27], [6.03, 6.09, 8.02], [6.37, 4.52, 8.34], [15.94, 10.04, 7.94], [15.00, 9.12, 7.36], [13.67, 9.49, 7.40], [13.01, 8.83, 6.39], [11.78, 8.89, 6.29], [14.02, 8.17, 5.62], [15.19, 8.40, 6.24], [16.60, 8.11, 5.84], [12.98, 9.97, 8.51], [12.25, 11.13, 8.41], [11.38, 11.49, 9.41], [11.46, 10.83, 10.64], [12.32, 9.75, 10.78], [13.10, 9.33, 9.71], [15.77, 10.40, 8.96], [16.03, 10.91, 7.32], [16.97, 9.52, 7.86], [13.92, 7.66, 4.66], [16.62, 7.52, 4.95], [17.17, 7.68, 6.62], [17.13, 9.03, 5.57], [12.11, 11.53, 7.42], [10.70, 12.33, 9.18], [10.91, 11.14, 11.53], [12.45, 9.33, 11.76], [13.82, 8.52, 9.73], [6.40, 10.13, 5.29], [7.37, 11.27, 5.66], [7.16, 12.51, 5.11], [8.37, 11.06, 6.37], [5.52, 10.48, 4.73], [6.07, 9.64, 6.19], [6.97, 9.38, 4.67], [6.48, 12.66, 4.42], [7.83, 13.30, 5.19]], "mulliken_charge": [0.9172, 0.1079, -0.9213, 0.0522, 0.3811, 0.3841, -0.9996, -0.0373, 0.4968, 0.7614, -0.7370, -1.0768, 0.9486, -1.6749, -0.7261, -0.1498, -0.8097, -0.2661, -0.8478, 0.4600, 0.3321, 0.3984, 0.3343, 0.3654, 0.3817, 0.4146, 0.3628, 0.4057, 0.4005, 0.4296, 0.4364, 0.4930, -0.8152, 0.5658, -0.3881, -0.5971, 0.3362, 0.2174, 0.2272, 0.1932, 0.2427]}

# 6
{"formula": "C14H19N2O3OsS3", "method": "ωB97M-V with the def2-TZVPD basis set", "energy_ev": -58894.1993, "orbital_gap_ev": [5.609, 5.532], "total_charge": 3, "elements": ["Os", "S", "C", "N", "C", "C", "C", "C", "C", "C", "S", "H", "H", "H", "H", "O", "C", "O", "C", "N", "C", "C", "C", "H", "H", "H", "H", "H", "H", "H", "H", "H", "C", "S", "C", "O", "H", "H", "H", "H", "H", "H"], "xyz": [[-0.63, 1.38, 0.45], [-1.55, 3.48, 0.64], [-0.05, 3.85, -0.12], [0.64, 2.66, -0.36], [1.88, 2.90, -0.84], [2.87, 1.94, -1.15], [4.07, 2.40, -1.64], [4.30, 3.77, -1.84], [3.32, 4.73, -1.54], [2.13, 4.28, -1.04], [0.75, 5.25, -0.54], [2.70, 0.89, -0.97], [4.86, 1.69, -1.87], [5.25, 4.10, -2.23], [3.52, 5.79, -1.69], [0.69, -0.31, 0.66], [0.13, -0.86, -0.32], [-0.78, -0.15, -0.89], [0.45, -2.25, -0.78], [-0.25, -2.59, -2.08], [-0.69, -4.06, -2.00], [-0.06, -4.58, -0.72], [-0.01, -3.35, 0.19], [1.53, -2.33, -0.95], [0.36, -2.44, -2.88], [-1.06, -1.98, -2.22], [-0.37, -4.56, -2.91], [-1.78, -4.06, -1.96], [0.95, -4.96, -0.91], [-0.64, -5.39, -0.29], [0.68, -3.44, 1.02], [-1.00, -3.11, 0.58], [-2.40, 0.21, 4.24], [-2.86, 0.93, 2.67], [-4.33, 0.01, 2.29], [-1.79, 0.30, 1.69], [-2.34, -0.87, 4.14], [-3.17, 0.51, 4.96], [-1.45, 0.64, 4.53], [-5.08, 0.31, 3.03], [-4.13, -1.06, 2.36], [-4.66, 0.30, 1.30]], "mulliken_charge": [0.6103, -0.1751, 0.4090, -0.0282, 0.3434, -0.2395, -0.7676, -0.5008, -0.5938, 0.5909, 0.0049, 0.4870, 0.4405, 0.4291, 0.4549, -0.6177, 1.1471, -0.7642, -0.0542, -0.0428, -0.6098, -0.5751, -0.7324, 0.3707, 0.4024, 0.3607, 0.3720, 0.3243, 0.3387, 0.3854, 0.4361, 0.3055, -1.0194, 0.4446, -1.0111, -0.2741, 0.3699, 0.4531, 0.3527, 0.4682, 0.3677, 0.3366]}